Entry 1:
Density functional theory data (ωB97M-V/def2-TZVPD) for C31H31GeN5PtS2 as an isolated structure at a distorted geometry.

```
71
Properties=species:S:1:pos:R:3:forces:R:3:lowdin_spin:R:1
Pt 2.528688 0.746921 -0.393819 0.5101 -1.3325 -0.0688 1.09
C -2.245122 5.158973 -1.310593 -0.3823 -0.8309 -0.4309 0.00
C -0.858568 4.786841 -0.988819 1.9801 -0.3443 -0.6834 0.00
N -0.721399 3.429499 -0.493157 -0.3851 -0.2647 -0.0287 0.03
C 0.452790 2.836102 -0.374842 1.2461 0.2395 0.5599 0.05
S 0.495595 1.240032 0.416491 -0.6407 0.1705 -0.0193 0.47
N 1.555593 3.500144 -0.670688 -0.8723 0.1931 -0.0677 0.01
N 2.690697 2.781132 -0.528834 -0.3790 0.1914 -0.3205 0.07
C 3.789481 3.410960 -0.351033 0.4525 0.5249 0.8341 0.03
C 3.839196 4.935302 -0.286536 1.3950 -1.5825 1.9720 0.01
C 4.953094 2.518726 -0.094921 0.3779 1.7018 0.1753 0.02
C 6.258338 3.024127 -0.031950 -1.0993 0.7078 -0.6741 0.00
C 7.302074 2.157585 0.082587 -0.0269 -0.2749 -0.0314 0.01
C 7.057334 0.812025 0.266422 -0.9237 -0.4771 -0.1790 0.00
C 5.741739 0.388955 0.220531 0.0315 -0.2332 0.5914 0.02
N 4.712662 1.234917 0.090732 -0.4320 -1.1360 -0.4895 0.11
H -2.263482 6.204291 -1.479608 -0.3191 1.0729 -0.0429 0.00
H -2.793869 4.890006 -0.433633 -1.1143 0.1221 0.3727 0.00
H -2.644511 4.667810 -2.207802 0.0966 -0.0446 0.3544 0.00
H -0.440794 5.446457 -0.228001 0.0524 0.1824 -0.0258 0.00
H -0.204108 4.844204 -1.874087 -0.1188 0.2423 0.3032 0.00
H -1.530884 2.881634 -0.253487 -0.2090 0.0517 0.0147 0.00
H 3.287019 5.338998 0.582674 0.4916 -0.4786 -0.0298 0.00
H 3.288497 5.299292 -1.073992 -0.8887 0.9778 -2.1936 0.00
H 4.896488 5.258308 -0.273229 -0.8801 0.1922 -0.0914 0.00
H 6.399331 4.093347 -0.193552 0.2178 -0.4745 0.0658 0.00
H 8.276239 2.520531 -0.077147 1.2017 0.3521 0.2911 0.00
H 7.805725 0.062494 0.419802 0.4926 -0.0463 -0.1071 0.00
H 5.499254 -0.668460 0.326005 -0.0487 0.2662 0.0034 0.00
C -1.356988 -5.562945 -2.274299 -0.0804 0.3582 -1.7279 0.03
C -1.105299 -5.652410 -0.933776 0.8655 -1.2005 0.9912 0.00
C -1.249155 -4.537788 -0.123595 -0.8691 -0.1575 -0.0169 0.04
C -1.697729 -3.333719 -0.646137 0.5341 0.4287 -0.2328 0.08
C -1.804940 -3.196095 -2.040518 -0.3598 -0.8193 0.1733 0.03
C -1.728034 -4.332117 -2.849541 0.3236 -0.0265 1.3505 0.00
Ge -1.910887 -1.875584 0.616390 -0.0085 1.0302 -0.2773 0.47
C -2.811876 -0.319184 -0.219753 0.4078 -0.6426 0.1304 0.09
C -4.027273 0.151629 0.270433 1.3463 0.7146 -1.3362 0.02
C -4.588844 1.282500 -0.282917 -0.9099 -0.0555 0.8023 0.00
C -3.970213 1.976855 -1.293116 0.1252 0.3595 -0.4814 0.01
C -2.788443 1.500800 -1.832628 0.0977 -1.3637 0.8643 0.00
C -2.213429 0.342979 -1.289270 -0.9663 0.6243 0.1262 0.03
C -2.773903 -2.360582 2.291164 -0.1211 -0.9460 -1.5046 0.09
C -3.613803 -3.489912 2.250344 0.4491 0.8768 0.2695 0.02
C -4.192745 -3.923312 3.407152 -0.8070 -0.3918 1.3898 0.00
C -3.983007 -3.190177 4.590966 -0.1951 -1.2555 -0.1065 0.01
C -3.166448 -2.078119 4.591166 -0.9863 -0.9167 1.8358 0.00
C -2.539431 -1.683798 3.467671 0.7363 1.2849 -1.4809 0.02
H -1.189837 -6.400075 -2.963775 -0.2706 0.1543 0.5366 0.00
H -0.734836 -6.613874 -0.505814 -0.4316 0.8647 -0.3360 0.00
H -1.115627 -4.592868 0.941544 0.1669 -0.2916 0.3457 0.00
H -1.999096 -2.238844 -2.488238 -0.3375 0.2681 -0.0762 0.00
H -1.997504 -4.272302 -3.878733 0.1699 0.0525 -0.6693 0.00
H -4.467526 -0.307475 1.085933 -0.9731 -0.9408 1.4607 0.00
H -5.543502 1.609267 0.127304 0.2007 0.1791 -0.1798 0.00
H -4.413170 2.894357 -1.638772 -0.1107 0.1427 -0.2628 0.00
H -2.266810 1.941811 -2.638506 0.2073 0.7653 -0.7619 0.00
H -1.293173 -0.009728 -1.688435 0.6716 -0.2555 -0.3038 0.00
H -3.861613 -4.000390 1.345057 0.2088 -0.1996 -0.5943 0.00
H -4.821201 -4.830739 3.388248 0.3226 0.6296 0.1820 0.00
H -4.372372 -3.541489 5.554312 -0.0873 0.1436 -0.5511 0.00
H -3.052135 -1.627426 5.555113 0.3307 0.6406 0.1983 0.00
H -1.926212 -0.783150 3.430802 0.0550 -0.2437 0.2157 0.01
S 1.647600 -3.783823 -1.167307 0.4468 0.4903 -0.8511 0.01
C 2.281163 -3.519476 0.391017 -0.3673 -1.1054 -0.2957 0.00
C 2.554042 -2.228935 0.551877 -0.3667 0.9760 0.4584 0.01
N 2.300378 -1.422404 -0.519431 0.6886 0.2700 0.0630 0.04
C 1.874898 -2.125767 -1.533867 -0.1285 -0.2524 0.6910 0.02
H 2.367579 -4.310550 1.117135 -0.0564 0.0041 -0.0227 0.00
H 2.744453 -1.764179 1.476816 0.6641 0.3872 0.9179 0.00
H 1.679879 -1.592143 -2.427531 -0.4113 -0.2496 -0.9872 0.00
```
Positions in Å, forces in eV/Å.

**E_tot**: -121525.142 eV
**2S+1**: 4
**Net charge**: +1
**M**: 805.45 g mol⁻¹
**Energy relative to the best compared isomer or geometry (same formula, charge and spin)**: 32.1 kcal/mol
**HOMO level (alpha / beta)**: -9.00 / -10.92 eV
**Strongest force on any atom**: 2.89 eV Å⁻¹

***

Entry 2:
Density functional theory data (ωB97M-V/def2-TZVPD) for an isolated ion of composition C31H31N2O4 and charge -1 at a distorted geometry.

```
68
Properties=species:S:1:pos:R:3:forces:R:3:nbo_charge:R:1
C -2.552981 -3.210568 -1.374982 0.2791 -0.1149 0.2946 -0.62
C -2.188552 -2.238172 -2.492136 -0.1224 0.3308 0.1534 -0.19
N -2.657559 -0.881475 -2.247086 -0.5478 -0.0006 -0.0451 -0.47
C -4.108846 -0.708797 -2.360403 0.3257 0.2645 0.0463 -0.21
C -4.483988 -0.269200 -3.752159 -0.0737 -0.0136 -0.2089 -0.62
C -1.999262 0.193944 -1.730564 -0.3655 0.4549 0.3205 0.77
O -2.481401 1.322581 -1.802385 0.5317 -1.0119 0.2854 -0.64
C -0.620096 -0.034645 -1.065430 -0.2875 -0.7932 -1.1643 -0.42
C 0.352795 0.213457 -2.268308 0.1280 1.1488 -0.7682 0.59
O 0.088013 1.082266 -3.093197 0.5993 -0.9994 0.9748 -0.53
C 1.632123 -0.604981 -2.507801 -0.0133 -0.2906 -0.5022 -0.04
C 1.610616 -2.003076 -2.660389 0.2572 0.3863 0.4263 -0.21
C 2.800062 -2.706025 -2.885961 0.2849 0.2713 -0.0759 -0.22
C 4.028140 -2.025724 -2.948026 -0.3859 0.2374 0.1206 -0.21
C 4.049362 -0.622721 -2.859062 -0.3575 -0.2781 -0.3053 -0.22
C 2.843397 0.073454 -2.754154 -0.2450 0.0135 0.5499 -0.18
C -0.461964 0.885464 0.143266 0.5437 1.7854 1.2057 -0.18
C -1.399881 0.739534 1.343799 -0.9038 -0.3422 1.2069 -0.40
C -1.178457 1.186696 2.755554 0.4019 -0.6699 -1.3473 0.52
O -0.148691 1.418192 3.396353 -0.3479 0.3254 -0.3157 -0.65
C -2.536328 1.226016 3.411669 -0.7620 0.1143 0.3121 -0.09
C -2.931664 1.754761 4.641402 0.1373 -0.1604 -0.4754 -0.20
C -4.301179 1.853562 4.919949 -0.4531 -0.2716 -0.4872 -0.24
C -5.259075 1.400373 3.989334 0.5304 0.0421 0.1736 -0.23
C -4.845801 0.814410 2.783717 0.7104 -0.1031 -0.0689 -0.20
C -3.474037 0.727903 2.516456 -0.9006 0.5346 0.6583 -0.09
C -2.769998 0.293243 1.268463 1.0648 -0.1668 -0.3280 0.57
O -3.324249 -0.395786 0.397393 -0.1288 0.1947 0.2958 -0.71
C 0.997214 0.847433 0.597047 -0.4394 -0.5235 -0.3103 -0.03
C 1.402985 0.030139 1.650972 0.2692 -0.1676 -0.1300 -0.15
C 2.716169 0.102780 2.098277 0.2819 0.1566 -0.2750 -0.24
C 3.643550 0.932837 1.441590 -1.0312 -0.2240 -0.5846 0.14
N 4.919810 1.127568 1.952126 1.1745 0.5343 0.1838 -0.49
C 6.089991 0.559716 1.332124 -0.2737 -0.0246 0.2559 -0.39
C 5.134559 1.714843 3.256143 -0.2345 -0.4471 -0.2536 -0.39
C 3.271370 1.578944 0.243246 -0.0320 -0.1756 0.7285 -0.19
C 1.940565 1.555897 -0.137791 0.1800 0.0689 -0.0836 -0.23
H -2.398835 -4.245656 -1.707967 0.0063 0.1508 0.0863 0.19
H -1.922854 -3.022198 -0.491156 -0.3418 -0.0779 -0.2049 0.22
H -3.603669 -3.092384 -1.082788 0.3388 -0.0472 0.0160 0.22
H -1.102585 -2.234671 -2.663487 -0.5411 0.0439 -0.0703 0.19
H -2.687943 -2.560389 -3.424495 0.3897 0.0578 0.1916 0.19
H -4.565192 -1.663885 -2.100137 -0.1588 0.0408 -0.0365 0.18
H -4.439773 0.031624 -1.626094 0.2681 -0.2545 -0.0873 0.25
H -5.535417 0.029867 -3.767657 0.0263 -0.0706 -0.2488 0.20
H -3.857391 0.579946 -4.034764 -0.1669 -0.0329 0.0046 0.23
H -4.308081 -1.089716 -4.454681 -0.1505 0.1594 -0.1678 0.18
H -0.443170 -1.075037 -0.723529 -0.3756 0.3737 -0.1630 0.22
H 0.659370 -2.536101 -2.607933 0.4910 0.0644 0.1378 0.21
H 2.772721 -3.792677 -3.002114 0.0085 0.3661 0.0277 0.21
H 4.962740 -2.574634 -3.088889 -0.3381 0.1243 0.1150 0.21
H 4.994719 -0.065646 -2.890408 -0.4321 -0.3095 -0.1438 0.21
H 2.823150 1.167596 -2.798440 0.0780 -0.4667 0.1777 0.22
H -0.666740 1.955381 -0.147465 0.3764 -1.0397 -0.4871 0.24
H -2.183728 2.110947 5.344418 -0.0787 0.0058 -0.0978 0.22
H -4.644048 2.304358 5.850471 0.1196 -0.0981 -0.1437 0.20
H -6.326009 1.511513 4.196020 0.3227 -0.0217 0.0176 0.20
H -5.552843 0.460250 2.036374 0.0538 0.0348 0.1745 0.22
H 0.714321 -0.697230 2.099356 0.1347 0.6620 -0.0836 0.23
H 3.038280 -0.494426 2.958658 -0.0662 0.3100 -0.2847 0.21
H 5.865544 0.263159 0.296409 0.1461 0.0705 0.3828 0.21
H 6.896719 1.305444 1.352165 0.0533 -0.1447 -0.2293 0.17
H 6.447535 -0.316541 1.907994 0.0495 -0.0115 -0.3185 0.16
H 4.314330 2.400246 3.514948 0.2517 -0.2676 -0.0794 0.22
H 5.226200 0.939986 4.038015 0.0047 0.2481 0.1132 0.16
H 6.079456 2.269730 3.210787 -0.1017 0.0740 0.2113 0.18
H 4.016469 2.124692 -0.339996 -0.1654 -0.0611 0.2746 0.20
H 1.630040 2.071587 -1.052640 0.0032 0.0320 0.4528 0.21
```
Positions in Å, forces in eV/Å.

**SMILES**: CCN(CC)C(=O)[C@@H](C(=O)c1ccccc1)[C@@H](C1=C([O-])c2ccccc2C1=O)c1ccc(N(C)C)cc1
**E_tot**: -43821.027 eV
**Net charge**: -1
**M**: 495.60 g mol⁻¹
**Energy relative to the best compared isomer or geometry (same formula, charge and spin)**: 0.0 kcal/mol
**HOMO level**: -3.81 eV
**Strongest force on any atom**: 2.22 eV Å⁻¹

***

Entry 3:
Density functional theory data (ωB97M-V/def2-TZVPD) for C31H32AlN7OS as an isolated structure at a distorted geometry.

```
73
Properties=species:S:1:pos:R:3:forces:R:3:mulliken_charge:R:1
Al 0.081234 0.012678 -0.001461 -0.3312 -0.3176 -0.1319 -0.32
C 2.894257 -3.985671 -4.422335 0.2140 -0.0343 -0.0591 -1.52
C 1.970194 -3.288988 -3.483589 -0.2554 0.1229 0.0884 0.36
C 1.156640 -4.014256 -2.616007 -0.0322 0.1644 0.0275 -0.80
C 0.278169 -3.378674 -1.764340 0.0756 0.1101 0.0787 -0.28
C 0.168173 -1.989980 -1.743932 -0.0020 0.1591 -0.2375 -0.81
N -0.742933 -1.297605 -0.909008 0.5333 -0.0864 0.3400 0.26
C -2.112926 -1.549543 -0.976649 -0.1077 0.2676 0.1721 1.39
C -2.675020 -2.385562 -1.944656 0.0568 0.0713 0.0319 -0.58
C -4.038728 -2.531197 -2.071122 -0.0305 0.1778 0.2270 -1.26
C -4.913248 -1.830611 -1.242035 0.2085 -0.1253 0.1080 0.05
C -6.389671 -1.902152 -1.436303 -0.1485 0.1189 -0.1074 -1.62
C -4.369966 -1.007125 -0.274980 0.2272 -0.0936 -0.1294 -0.77
C -2.989239 -0.868221 -0.115688 -0.5054 -0.8398 -1.1708 0.79
N -2.555047 0.033045 0.873244 -0.0241 0.2099 0.8791 0.02
C -3.276120 0.406248 1.935129 0.3078 0.3734 0.3904 0.02
C -2.655408 1.489867 2.538587 0.1027 -0.0305 -0.1382 -1.45
C -1.518972 1.708377 1.790350 -0.3015 -0.3013 -0.2284 -0.30
N -1.447098 0.809371 0.780737 0.3328 0.6125 0.0094 0.43
C 1.016883 -1.252321 -2.585109 0.0359 -1.3389 0.0621 0.74
C 1.900251 -1.903448 -3.443566 -0.0279 -0.0433 0.1787 -0.47
N 0.954465 0.155653 -2.619278 -0.1046 0.5056 -0.4524 -0.06
C 1.025937 0.935088 -3.699111 -0.0121 0.6085 0.1086 0.02
C 0.959762 2.257567 -3.283348 0.0509 -0.0893 -0.0001 -1.31
C 0.846196 2.199898 -1.909501 0.0459 -0.3793 -0.0753 -0.17
N 0.840851 0.912158 -1.506414 0.0334 0.4171 0.4275 0.40
H 2.576240 -5.010599 -4.595312 0.0018 -0.0173 -0.0491 0.40
H 3.900607 -4.015128 -4.006230 0.1011 -0.0298 -0.0272 0.31
H 2.940268 -3.463583 -5.374198 0.0525 -0.0275 -0.1133 0.39
H 1.213092 -5.091883 -2.608799 -0.0014 -0.1205 -0.0262 0.44
H -0.348552 -3.959198 -1.105962 -0.1131 -0.0367 0.0997 0.63
H -2.019089 -2.902817 -2.626135 0.0088 -0.0525 -0.0606 0.47
H -4.442432 -3.173290 -2.839467 0.0122 -0.0783 -0.0866 0.43
H -6.679634 -2.840068 -1.901702 -0.0825 -0.0472 0.0284 0.40
H -6.692921 -1.091516 -2.097828 -0.1684 0.0119 -0.0809 0.32
H -6.928229 -1.779212 -0.499950 -0.0536 -0.0714 0.0398 0.39
H -5.040541 -0.428717 0.338744 -0.0982 0.1073 0.0755 0.52
H -4.157593 -0.115559 2.244714 -0.2182 -0.1161 -0.1356 0.57
H -2.978036 2.041719 3.398265 -0.0707 0.0286 0.1490 0.51
H -0.766998 2.464398 1.911888 0.1427 0.0364 0.0352 0.65
H 2.549470 -1.330857 -4.088198 0.0916 0.1489 -0.0609 0.59
H 1.114516 0.540969 -4.691396 -0.0056 -0.2365 -0.1205 0.52
H 0.977918 3.135085 -3.897169 0.0388 0.1115 -0.1249 0.47
H 0.773347 3.001415 -1.196914 -0.1003 0.0677 0.1065 0.58
C 4.412702 4.260289 1.873013 -0.0822 -0.0128 -0.1913 -1.14
C 3.153947 4.169076 1.018022 0.0739 0.0362 0.3256 -0.93
C 2.011556 3.476298 1.757018 -0.2251 0.7128 -0.1194 -0.02
N 2.175823 2.029134 1.675482 0.1182 -0.0045 -0.2151 0.36
C 1.610642 1.054744 2.366324 0.1825 -0.4096 -0.1301 -0.26
S 1.573764 -0.536452 1.617115 -0.0430 -0.0840 0.0004 -0.43
N 1.083424 1.175470 3.568707 -0.1792 -0.0294 0.1115 0.24
C 0.984629 2.380694 4.430876 -0.1077 -0.1934 -0.2933 0.23
O -0.114650 2.804744 4.623370 -0.0017 0.0873 0.0760 -0.47
C 2.259564 2.858158 4.923476 0.5899 0.3201 0.5013 0.22
C 2.313250 4.123094 5.531126 -0.0297 -0.2596 -0.1407 -0.47
C 3.517619 4.601695 6.008813 -0.0325 0.0512 -0.0419 -0.65
C 4.667028 3.826974 5.903253 -0.0617 -0.0769 -0.0362 -0.36
C 4.616514 2.569917 5.312822 0.1281 0.0919 0.0488 -0.82
C 3.423652 2.083527 4.820586 -0.2532 0.1406 -0.0039 0.05
H 5.190707 4.797355 1.337200 0.1052 -0.0228 0.0076 0.46
H 4.787270 3.270842 2.128704 0.0909 -0.0555 0.0661 0.30
H 4.203298 4.801550 2.793386 0.0166 0.0204 0.1170 0.23
H 3.370454 3.632422 0.089102 -0.0768 0.0501 -0.1162 0.36
H 2.827478 5.172947 0.742870 -0.0561 -0.0569 -0.0333 0.44
H 1.054297 3.728108 1.283349 0.0242 0.0265 0.0943 0.19
H 1.982544 3.824950 2.789624 0.0217 -0.0901 -0.1934 0.10
H 2.673049 1.737291 0.839552 -0.1332 -0.1965 0.1959 0.46
H 0.576076 0.373853 3.928894 -0.0220 0.0511 -0.2195 0.31
H 1.409040 4.710010 5.605104 -0.0527 0.0373 0.0408 0.48
H 3.565056 5.581727 6.458715 -0.0020 0.0446 0.0700 0.43
H 5.604749 4.199959 6.289110 0.0431 0.0302 0.0080 0.44
H 5.511160 1.971005 5.238877 0.0683 -0.0498 0.0254 0.45
H 3.393306 1.098244 4.380672 0.0170 -0.0764 -0.0022 0.47
```
Positions in Å, forces in eV/Å.

**E_tot**: -62567.526 eV
**Net charge**: +2
**M**: 577.69 g mol⁻¹
**HOMO level**: -12.68 eV
**Strongest force on any atom**: 1.53 eV Å⁻¹

***

Q: Among the records above, which one has the highest strongest force on any atom?
A: C31H31GeN5PtS2

***

Q: Among the records above, which one has the highest M?
A: C31H31GeN5PtS2

***

Q: What is the strongest force on any atom in the third record?
A: 1.53 eV Å⁻¹